(1)
C24H26CrN9O2Se | the ωB97M-V functional and the def2-TZVPD basis

XYZ file:
```
63
Properties=species:S:1:pos:R:3:lowdin_spin:R:1
Cr 0.061 -1.255 0.948 1.14
C -1.102 -1.998 -3.182 0.00
C -0.036 -1.559 -3.974 0.00
C 1.095 -1.106 -3.348 0.00
C 1.178 -1.104 -1.936 0.00
N 0.109 -1.419 -1.182 0.00
C -0.979 -1.897 -1.815 0.00
N 2.429 -0.839 -1.445 0.00
C 2.760 -0.887 -0.196 0.00
N 2.004 -1.047 0.929 -0.01
C 2.812 -0.868 2.031 0.00
N 2.515 -0.762 3.272 0.00
C 1.233 -0.828 3.787 0.00
C 1.171 -0.679 5.184 0.00
C -0.025 -0.783 5.842 0.00
C -1.166 -1.063 5.092 0.00
C -1.030 -1.192 3.732 0.00
N 0.126 -1.038 3.058 0.00
C 4.215 -0.720 1.574 0.00
C 5.397 -0.574 2.271 0.00
C 6.561 -0.425 1.523 0.00
C 6.525 -0.412 0.128 0.00
C 5.325 -0.552 -0.559 0.00
C 4.180 -0.710 0.196 0.00
H -1.984 -2.461 -3.605 0.00
H -0.073 -1.627 -5.056 0.00
H 1.981 -0.811 -3.892 0.00
H -1.743 -2.286 -1.156 0.00
H 2.103 -0.499 5.700 0.00
H -0.076 -0.673 6.918 0.00
H -2.134 -1.205 5.551 0.00
H -1.874 -1.506 3.135 0.00
H 5.407 -0.577 3.352 0.00
H 7.512 -0.314 2.028 0.00
H 7.448 -0.291 -0.424 0.00
H 5.278 -0.538 -1.640 0.00
N -2.029 -0.524 0.734 -0.02
C -2.104 0.674 -0.107 0.00
C -3.285 1.578 0.273 0.00
C -3.387 3.013 -0.262 0.00
C -3.169 3.282 -1.755 0.00
N -3.544 2.189 -2.657 0.00
C -2.679 1.461 -3.365 0.00
N -1.376 1.581 -3.198 0.00
N -3.159 0.598 -4.278 0.00
C -0.741 1.373 -0.057 0.00
O -0.569 2.361 -0.810 0.00
O 0.094 0.858 0.713 0.01
H -2.626 -1.274 0.411 0.00
H -2.317 -0.306 1.682 0.00
H -2.235 0.326 -1.131 0.00
H -3.291 1.670 1.364 0.00
H -4.199 1.028 0.020 0.00
H -2.669 3.650 0.256 0.00
H -4.380 3.367 0.026 0.00
H -2.125 3.503 -1.935 0.00
H -3.741 4.160 -2.055 0.00
H -4.522 2.021 -2.819 0.00
H -0.989 1.980 -2.301 0.00
H -0.770 0.941 -3.691 0.00
H -4.146 0.509 -4.436 0.00
H -2.561 -0.127 -4.634 0.00
Se -0.685 -3.390 1.171 -0.13
```

Results
multiplicity: 2
HOMO-LUMO gap (spin up / spin down): 5.3 / 5.8 eV
ΔE to the lowest compared entry with this formula, charge and spin: 9.5 kJ/mol


(2)
C24H26F6HgN2O2PS4SbSe4 | the ωB97M-V functional and the def2-TZVPD basis

XYZ file:
```
71
Properties=species:S:1:pos:R:3:lowdin_charge:R:1
Hg -1.808 0.840 0.374 0.55
C 0.534 1.401 -3.063 -0.08
C 0.832 2.416 -2.019 -0.62
N 0.543 2.305 -0.764 0.06
C 0.964 3.398 -0.042 -0.35
C 1.571 4.369 -0.775 -0.37
S 1.633 3.904 -2.421 1.02
C 0.789 3.429 1.413 -0.34
C 1.381 4.326 2.247 -0.37
S 0.927 3.997 3.863 1.01
C -0.025 2.650 3.317 -0.65
N 0.008 2.486 2.033 0.07
C -0.813 1.827 4.266 -0.12
H -0.058 0.600 -2.628 0.05
H 1.462 0.983 -3.458 0.08
H -0.039 1.834 -3.882 0.07
H 1.951 5.316 -0.436 0.06
H 2.049 5.130 1.995 0.06
H -0.241 1.609 5.168 0.07
H -1.113 0.902 3.777 0.00
H -1.737 2.337 4.552 0.04
O 0.480 -1.565 -1.462 -0.52
S 0.236 -2.911 -2.044 0.97
C 0.789 -4.115 -0.753 -0.31
C 0.828 -3.498 0.645 -0.24
C 2.150 -2.786 0.914 -0.25
C 2.286 -2.252 2.337 -0.31
S 1.463 -0.624 2.567 0.95
O 0.420 -0.530 1.523 -0.60
C 2.828 0.381 1.969 -0.38
C 3.747 0.917 2.856 -0.09
C 4.757 1.735 2.370 -0.09
C 4.825 2.019 1.013 -0.09
C 3.883 1.494 0.139 -0.06
C 2.873 0.674 0.616 -0.07
C -1.513 -3.259 -1.906 -0.40
C -2.080 -4.178 -2.774 -0.10
C -3.441 -4.431 -2.688 -0.09
C -4.213 -3.757 -1.750 -0.08
C -3.632 -2.834 -0.894 -0.06
C -2.272 -2.582 -0.972 -0.09
H 1.779 -4.455 -1.065 0.07
H 0.106 -4.963 -0.805 0.08
H 0.685 -4.299 1.379 0.12
H 0.009 -2.788 0.768 0.09
H 2.257 -1.972 0.196 0.09
H 2.976 -3.486 0.742 0.11
H 3.334 -2.109 2.608 0.08
H 1.833 -2.925 3.068 0.08
H 3.655 0.722 3.918 0.11
H 5.470 2.176 3.055 0.10
H 5.599 2.678 0.640 0.10
H 3.908 1.755 -0.912 0.11
H 2.080 0.315 -0.027 0.10
H -1.475 -4.657 -3.535 0.10
H -3.904 -5.125 -3.377 0.09
H -5.280 -3.935 -1.705 0.10
H -4.221 -2.284 -0.172 0.08
H -1.819 -1.846 -0.321 0.03
Se -3.470 3.458 1.872 -0.26
Sb -4.801 1.295 2.539 0.04
Se -2.983 2.975 -0.388 -0.15
Se -2.922 -0.522 2.223 -0.18
Se -4.843 1.618 4.965 -0.46
F -2.258 -0.397 -3.416 -0.18
P -3.040 0.634 -4.407 0.15
F -2.407 1.891 -3.598 -0.20
F -3.648 -0.628 -5.229 -0.18
F -4.316 0.627 -3.426 -0.16
F -3.792 1.655 -5.417 -0.18
F -1.737 0.635 -5.397 -0.19
```

Results
net charge: -2
HOMO-LUMO gap: 5.0 eV
ΔE to the lowest compared entry with this formula, charge and spin: 0.0 kJ/mol


(3)
C24H26IN2O4Pb | the ωB97M-V functional and the def2-TZVPD basis

XYZ file:
```
58
Properties=species:S:1:pos:R:3:lowdin_charge:R:1
Pb 0.120 0.040 -0.020 1.65
C 2.746 2.157 -2.156 -0.03
C 2.717 1.555 -0.767 -0.26
C 2.229 2.309 0.309 -0.25
C 1.872 3.764 0.107 -0.03
C 2.100 1.720 1.579 -0.25
C 1.498 2.507 2.723 -0.04
C 2.543 0.403 1.792 -0.24
C 2.539 -0.198 3.179 -0.02
C 3.043 -0.348 0.713 -0.25
C 3.477 -1.779 0.944 -0.03
C 3.156 0.238 -0.560 -0.24
C 3.804 -0.530 -1.692 -0.03
H 2.619 1.393 -2.922 0.08
H 3.692 2.668 -2.358 0.10
H 1.945 2.883 -2.288 0.08
H 0.829 3.894 -0.205 0.10
H 2.499 4.215 -0.660 0.08
H 2.018 4.336 1.020 0.08
H 2.267 3.046 3.286 0.11
H 0.977 1.856 3.422 0.08
H 0.780 3.243 2.366 0.08
H 1.651 -0.816 3.350 0.10
H 2.568 0.570 3.946 0.08
H 3.411 -0.834 3.324 0.09
H 2.846 -2.264 1.687 0.08
H 4.508 -1.826 1.306 0.11
H 3.423 -2.371 0.032 0.07
H 3.085 -1.148 -2.242 0.09
H 4.583 -1.192 -1.318 0.08
H 4.271 0.143 -2.407 0.08
O -3.602 2.697 -1.650 0.16
C -2.711 1.836 -1.174 -0.46
O -1.571 1.750 -1.577 0.01
C -3.257 0.957 -0.097 -0.18
C -4.584 0.958 0.273 0.04
C -4.994 0.053 1.250 0.00
C -4.071 -0.811 1.799 0.04
C -2.747 -0.736 1.373 -0.16
N -2.358 0.138 0.457 0.06
C -1.690 -1.686 1.947 -0.59
O -2.074 -2.532 2.722 0.10
O -0.483 -1.521 1.496 -0.23
H -3.182 3.222 -2.348 0.15
H -5.279 1.640 -0.196 0.13
H -6.029 0.026 1.566 0.12
H -4.324 -1.547 2.549 0.13
I -1.595 -1.544 -5.867 0.94
C -1.024 -2.242 -3.995 -0.72
C -0.958 -3.599 -3.714 -0.10
C -0.576 -4.003 -2.444 -0.03
C -0.274 -3.043 -1.498 -0.11
N -0.330 -1.736 -1.778 -0.06
C -0.701 -1.338 -2.999 -0.21
H -1.205 -4.330 -4.473 0.11
H -0.520 -5.052 -2.189 0.12
H 0.003 -3.309 -0.483 0.12
H -0.736 -0.267 -3.180 0.09
```

Results
net charge: +1
HOMO-LUMO gap: 8.3 eV


(4)
C24H26N2O4 | the ωB97M-V functional and the def2-TZVPD basis

XYZ file:
```
56
Properties=species:S:1:pos:R:3:lowdin_charge:R:1
C -3.481 -2.805 2.048 -0.08
O -4.430 -2.802 1.003 -0.08
C -4.387 -1.788 0.100 -0.26
C -5.346 -1.828 -0.916 0.00
C -5.376 -0.845 -1.883 -0.07
C -4.454 0.190 -1.863 -0.03
C -3.491 0.224 -0.866 -0.15
C -2.540 1.376 -0.809 -0.40
O -2.941 2.506 -0.583 0.07
N -1.222 1.115 -1.015 0.00
C -0.743 -0.148 -1.554 -0.08
C 0.554 -0.578 -0.928 -0.11
C 1.749 -0.365 -1.521 0.04
C 2.982 -0.713 -0.892 -0.14
C 4.232 -0.478 -1.476 0.01
C 5.400 -0.808 -0.822 -0.28
C 6.742 -0.560 -1.440 -0.05
C 5.318 -1.387 0.450 -0.04
C 4.104 -1.631 1.048 -0.01
C 2.922 -1.299 0.384 -0.18
N 1.696 -1.546 0.934 0.18
C 0.482 -1.232 0.375 -0.42
O -0.547 -1.536 0.957 0.05
C -0.304 2.239 -1.071 -0.07
C 0.369 2.592 0.275 -0.27
C -0.545 3.407 1.212 -0.11
C -0.299 2.778 2.581 -0.14
C 0.025 1.342 2.189 -0.20
O 0.784 1.439 0.997 -0.11
C -3.464 -0.750 0.126 0.03
H -3.644 -3.737 2.587 0.09
H -2.457 -2.771 1.667 0.07
H -3.641 -1.961 2.727 0.10
H -6.055 -2.640 -0.921 0.12
H -6.126 -0.882 -2.660 0.10
H -4.478 0.966 -2.614 0.12
H -0.604 -0.045 -2.640 0.14
H -1.502 -0.909 -1.364 0.13
H 1.799 0.095 -2.499 0.13
H 4.269 -0.027 -2.457 0.12
H 7.293 -1.495 -1.536 0.08
H 7.330 0.109 -0.813 0.08
H 6.641 -0.113 -2.425 0.07
H 6.230 -1.646 0.968 0.12
H 4.056 -2.079 2.030 0.11
H 1.657 -1.970 1.854 0.17
H 0.468 2.007 -1.807 0.12
H -0.863 3.120 -1.401 0.13
H 1.283 3.156 0.036 0.15
H -0.299 4.466 1.184 0.12
H -1.584 3.282 0.914 0.09
H -1.161 2.846 3.241 0.11
H 0.564 3.236 3.069 0.11
H 0.636 0.810 2.922 0.12
H -0.895 0.771 2.009 0.11
H -2.707 -0.698 0.890 0.09
```

Results
HOMO-LUMO gap: 8.5 eV
ΔE to the lowest compared entry with this formula, charge and spin: 116.4 kJ/mol
SMILES: COc1cccc(C(=O)N(Cc2cc3cc(C)ccc3[nH]c2=O)C[C@H]2CCCO2)c1


Copy entry 3 word for word.
C24H26IN2O4Pb | the ωB97M-V functional and the def2-TZVPD basis

XYZ file:
```
58
Properties=species:S:1:pos:R:3:lowdin_charge:R:1
Pb 0.120 0.040 -0.020 1.65
C 2.746 2.157 -2.156 -0.03
C 2.717 1.555 -0.767 -0.26
C 2.229 2.309 0.309 -0.25
C 1.872 3.764 0.107 -0.03
C 2.100 1.720 1.579 -0.25
C 1.498 2.507 2.723 -0.04
C 2.543 0.403 1.792 -0.24
C 2.539 -0.198 3.179 -0.02
C 3.043 -0.348 0.713 -0.25
C 3.477 -1.779 0.944 -0.03
C 3.156 0.238 -0.560 -0.24
C 3.804 -0.530 -1.692 -0.03
H 2.619 1.393 -2.922 0.08
H 3.692 2.668 -2.358 0.10
H 1.945 2.883 -2.288 0.08
H 0.829 3.894 -0.205 0.10
H 2.499 4.215 -0.660 0.08
H 2.018 4.336 1.020 0.08
H 2.267 3.046 3.286 0.11
H 0.977 1.856 3.422 0.08
H 0.780 3.243 2.366 0.08
H 1.651 -0.816 3.350 0.10
H 2.568 0.570 3.946 0.08
H 3.411 -0.834 3.324 0.09
H 2.846 -2.264 1.687 0.08
H 4.508 -1.826 1.306 0.11
H 3.423 -2.371 0.032 0.07
H 3.085 -1.148 -2.242 0.09
H 4.583 -1.192 -1.318 0.08
H 4.271 0.143 -2.407 0.08
O -3.602 2.697 -1.650 0.16
C -2.711 1.836 -1.174 -0.46
O -1.571 1.750 -1.577 0.01
C -3.257 0.957 -0.097 -0.18
C -4.584 0.958 0.273 0.04
C -4.994 0.053 1.250 0.00
C -4.071 -0.811 1.799 0.04
C -2.747 -0.736 1.373 -0.16
N -2.358 0.138 0.457 0.06
C -1.690 -1.686 1.947 -0.59
O -2.074 -2.532 2.722 0.10
O -0.483 -1.521 1.496 -0.23
H -3.182 3.222 -2.348 0.15
H -5.279 1.640 -0.196 0.13
H -6.029 0.026 1.566 0.12
H -4.324 -1.547 2.549 0.13
I -1.595 -1.544 -5.867 0.94
C -1.024 -2.242 -3.995 -0.72
C -0.958 -3.599 -3.714 -0.10
C -0.576 -4.003 -2.444 -0.03
C -0.274 -3.043 -1.498 -0.11
N -0.330 -1.736 -1.778 -0.06
C -0.701 -1.338 -2.999 -0.21
H -1.205 -4.330 -4.473 0.11
H -0.520 -5.052 -2.189 0.12
H 0.003 -3.309 -0.483 0.12
H -0.736 -0.267 -3.180 0.09
```

Results
net charge: +1
HOMO-LUMO gap: 8.3 eV